No. 1
{"formula": "C55H35N6O2PtS", "method": "ωB97M-V/def2-TZVPD", "total_charge": 1, "energy_ev": -84718.9678, "elements": ["Pt", "C", "C", "C", "C", "C", "C", "C", "C", "C", "C", "C", "C", "C", "C", "C", "C", "C", "C", "C", "N", "C", "C", "C", "C", "C", "C", "C", "C", "C", "C", "C", "C", "N", "C", "C", "C", "C", "C", "N", "C", "C", "C", "C", "C", "C", "C", "C", "N", "H", "H", "H", "H", "H", "H", "H", "H", "H", "H", "H", "H", "H", "H", "H", "H", "H", "H", "H", "H", "H", "H", "H", "H", "H", "H", "H", "H", "O", "C", "N", "C", "O", "C", "C", "C", "C", "C", "C", "H", "H", "H", "H", "S", "C", "C", "N", "C", "H", "H", "H"], "coordinates": [[-0.29026, -0.06367, 0.06499], [-0.04428, -7.74850, 0.05909], [0.54399, -6.98571, 1.05790], [0.46439, -5.60229, 1.01393], [-0.20489, -4.96841, -0.02969], [-0.79306, -5.73946, -1.02793], [-0.71355, -7.12355, -0.98331], [-0.25691, -3.48058, -0.08001], [-1.48865, -2.84972, 0.03935], [-2.76458, -3.50817, 0.11686], [-3.71836, -2.55152, 0.04696], [-3.05151, -1.28020, -0.01470], [-3.69669, -0.05113, 0.05505], [-5.18820, -0.04884, 0.03117], [-5.89696, -0.07280, 1.22872], [-7.28340, -0.08431, 1.21606], [-7.96925, -0.06698, 0.00921], [-7.26585, -0.04122, -1.18608], [-5.87795, -0.03216, -1.17535], [-3.04536, 1.15044, 0.30463], [-1.69770, 1.33663, 0.40473], [-1.47459, 2.61427, 0.83681], [-0.23654, 3.22793, 0.99572], [-0.21077, 4.60915, 1.55408], [-0.53364, 4.81657, 2.89223], [-0.53138, 6.09786, 3.42311], [-0.20593, 7.18208, 2.62108], [0.11590, 6.98216, 1.28618], [0.11262, 5.70135, 0.75458], [0.96695, 2.64182, 0.60493], [2.24198, 3.29740, 0.56578], [3.11811, 2.44392, -0.01834], [2.41334, 1.22878, -0.30360], [1.11108, 1.38500, 0.08446], [3.00808, 0.05856, -0.76762], [2.39298, -1.18722, -0.74633], [3.04389, -2.43437, -1.02538], [2.16457, -3.42351, -0.73911], [0.93760, -2.80087, -0.32698], [1.11104, -1.44875, -0.35038], [4.44381, 0.13053, -1.15498], [5.41976, -0.40991, -0.32310], [6.76065, -0.30570, -0.66264], [7.13540, 0.33909, -1.83320], [6.16603, 0.88104, -2.66513], [4.82541, 0.77911, -2.32566], [-2.74552, 3.26710, 1.00039], [-3.70330, 2.38169, 0.64359], [-1.70384, -1.49850, -0.02111], [0.01946, -8.82776, 0.09181], [1.06464, -7.46830, 1.87423], [0.92116, -5.00589, 1.79443], [-1.31161, -5.25241, -1.84527], [-1.17103, -7.71332, -1.76639], [-2.90272, -4.57218, 0.20304], [-4.78768, -2.67788, 0.06755], [-5.35268, -0.08855, 2.16555], [-7.82943, -0.10702, 2.14978], [-9.05087, -0.07558, 0.00114], [-7.79750, -0.02797, -2.12822], [-5.32668, -0.01375, -2.10780], [-0.78579, 3.96804, 3.51704], [-0.78177, 6.24842, 4.46468], [-0.20274, 8.18132, 3.03516], [0.36645, 7.82532, 0.65637], [0.35705, 5.54784, -0.28970], [2.43341, 4.28975, 0.93626], [4.16631, 2.60045, -0.20807], [4.05518, -2.53126, -1.38154], [2.31386, -4.48652, -0.81983], [5.12227, -0.89824, 0.59727], [7.51383, -0.72164, -0.00679], [8.18176, 0.42214, -2.09462], [6.45433, 1.38535, -3.57783], [4.06636, 1.20716, -2.96977], [-2.86830, 4.28593, 1.32645], [-4.77055, 2.52422, 0.63366], [-2.23598, -0.50489, 2.68449], [-1.05917, -0.47637, 2.95027], [-0.01460, -0.35343, 2.03138], [1.22294, -0.36951, 2.67741], [2.30460, -0.28718, 2.15040], [0.93704, -0.50726, 4.13647], [1.80165, -0.56961, 5.20884], [1.23133, -0.70276, 6.47200], [-0.14953, -0.77493, 6.63696], [-1.01059, -0.71440, 5.54487], [-0.43246, -0.57641, 4.30040], [2.87244, -0.51443, 5.06782], [1.86891, -0.75156, 7.34464], [-0.55505, -0.88003, 7.63437], [-2.08432, -0.77270, 5.65939], [-0.41938, 1.33561, -4.22436], [-0.55173, -0.36644, -4.16740], [-0.56687, -0.79218, -2.88493], [-0.49236, 0.22996, -1.96718], [-0.40177, 1.40661, -2.54061], [-0.60674, -0.96086, -5.06285], [-0.64336, -1.81024, -2.53759], [-0.32692, 2.32598, -1.98064]], "forces_ev_per_angstrom": [[0.218, -0.045, 0.135], [0.003, 0.004, -0.002], [-0.014, -0.018, 0.008], [0.014, 0.019, -0.007], [0.038, -0.013, 0.033], [-0.014, -0.017, -0.010], [-0.006, 0.005, 0.002], [0.015, 0.002, 0.023], [-0.033, 0.050, -0.036], [-0.022, 0.040, -0.016], [0.048, 0.008, -0.033], [-0.030, -0.023, 0.065], [0.077, -0.024, -0.003], [-0.015, 0.017, -0.011], [0.014, 0.003, 0.013], [-0.016, 0.010, 0.002], [0.003, -0.009, -0.007], [-0.012, 0.006, 0.007], [-0.004, -0.025, -0.007], [-0.091, -0.028, 0.021], [0.042, -0.045, 0.077], [-0.017, 0.087, -0.003], [0.032, -0.046, 0.016], [-0.014, -0.007, 0.018], [-0.019, -0.002, 0.000], [0.012, -0.002, 0.001], [0.003, 0.000, 0.001], [0.002, 0.005, 0.005], [0.004, 0.012, -0.007], [-0.005, 0.001, -0.043], [0.027, -0.049, -0.026], [-0.041, 0.030, 0.011], [0.007, -0.011, 0.052], [0.031, -0.014, -0.105], [-0.043, 0.018, 0.039], [0.059, 0.039, 0.021], [-0.027, -0.030, 0.018], [-0.003, 0.036, 0.010], [-0.014, -0.085, -0.079], [-0.027, 0.029, 0.058], [0.019, 0.076, -0.060], [0.020, -0.033, 0.016], [-0.012, 0.010, -0.003], [0.000, -0.005, 0.001], [0.027, -0.006, -0.004], [-0.022, 0.002, 0.016], [0.042, -0.009, -0.032], [0.018, -0.021, 0.009], [-0.029, 0.007, -0.036], [-0.001, -0.006, 0.003], [-0.002, -0.002, 0.005], [0.004, 0.009, -0.001], [0.012, 0.003, -0.008], [0.000, -0.006, -0.004], [0.014, -0.013, -0.002], [-0.010, 0.004, 0.010], [0.010, -0.008, 0.004], [-0.003, 0.000, 0.006], [-0.007, 0.001, -0.002], [-0.001, 0.001, -0.006], [0.010, 0.000, -0.003], [0.003, -0.002, 0.002], [0.001, 0.000, 0.006], [-0.003, 0.006, 0.001], [-0.002, 0.004, -0.005], [-0.002, -0.006, -0.008], [-0.004, 0.012, 0.006], [0.014, -0.003, -0.001], [0.008, 0.002, 0.003], [-0.008, -0.019, -0.015], [-0.009, 0.014, 0.004], [0.006, -0.003, 0.000], [0.005, -0.002, -0.004], [0.001, 0.000, -0.006], [-0.006, -0.004, -0.006], [-0.008, 0.015, -0.007], [-0.011, 0.005, -0.006], [-0.009, 0.054, 0.073], [-0.045, -0.068, -0.009], [-0.230, 0.061, -0.086], [0.020, 0.037, 0.003], [0.033, -0.045, 0.038], [0.034, -0.033, 0.016], [-0.016, 0.005, -0.003], [0.020, 0.005, 0.000], [-0.005, -0.003, 0.012], [0.016, 0.007, -0.026], [-0.008, 0.001, 0.003], [0.008, -0.001, 0.005], [0.007, -0.003, -0.001], [-0.012, -0.003, 0.000], [-0.010, 0.004, 0.008], [-0.037, 0.065, -0.023], [0.029, -0.037, -0.001], [-0.125, -0.002, 0.082], [0.126, 0.077, -0.271], [-0.095, -0.063, 0.079], [0.010, -0.011, -0.013], [0.016, -0.019, -0.005], [0.019, 0.024, 0.005]]}

***

No. 2
{"formula": "C55H38N8O6S6Sn", "method": "ωB97M-V/def2-TZVPD", "total_charge": -2, "energy_ev": -152700.2800, "elements": ["Sn", "S", "C", "C", "C", "C", "C", "C", "N", "C", "C", "C", "C", "C", "C", "C", "C", "N", "C", "C", "C", "C", "C", "S", "C", "H", "H", "H", "H", "H", "H", "H", "H", "H", "H", "H", "H", "C", "C", "C", "C", "C", "C", "C", "S", "O", "O", "N", "C", "C", "O", "O", "H", "H", "H", "H", "H", "H", "H", "H", "H", "O", "N", "O", "C", "C", "C", "C", "C", "C", "N", "C", "C", "N", "C", "C", "C", "C", "H", "H", "H", "H", "H", "H", "H", "S", "C", "S", "C", "N", "N", "C", "C", "C", "C", "C", "C", "S", "H", "H", "H", "H", "H", "C", "C", "C", "C", "C", "C", "H", "H", "H", "H", "H"], "coordinates": [[-0.95211, -1.46257, -0.61209], [-6.08916, -1.00907, 2.03521], [-7.35588, -0.81965, 3.16431], [-7.27161, 0.37493, 3.81223], [-6.15458, 1.14215, 3.37922], [-5.40451, 0.51994, 2.41832], [-4.22998, 1.06566, 1.68920], [-3.27322, 0.14002, 0.89838], [-1.95360, -0.16537, 1.33747], [-1.33741, 0.81179, 2.02799], [-1.98904, 1.91747, 2.61944], [-1.27163, 2.84949, 3.38356], [0.08813, 2.81770, 3.54952], [0.81062, 1.79951, 2.88459], [2.21915, 1.75896, 2.85421], [2.88144, 0.82508, 2.09961], [2.08559, -0.11453, 1.40952], [0.78299, -0.13390, 1.45155], [0.11484, 0.80721, 2.14820], [4.34981, 0.79324, 1.97285], [5.28396, 1.58995, 2.57144], [6.61974, 1.28557, 2.18533], [6.68321, 0.25959, 1.29549], [5.12576, -0.34138, 0.92565], [-3.44096, 2.19448, 2.37511], [-8.09075, -1.59840, 3.29397], [-7.97343, 0.69952, 4.56852], [-5.90902, 2.11870, 3.77440], [-3.78974, -0.77829, 0.62864], [-1.83593, 3.65336, 3.85250], [0.60808, 3.56270, 4.14009], [2.76832, 2.51030, 3.41247], [2.55275, -0.87402, 0.78817], [5.02758, 2.37493, 3.26952], [7.48989, 1.80905, 2.55680], [7.55440, -0.17908, 0.83580], [-3.90445, 2.54379, 3.29766], [-2.38737, 5.28339, 0.87241], [-2.67668, 3.86800, 0.48682], [-1.89100, 3.17131, -0.40779], [-2.13604, 1.86133, -0.77486], [-3.35940, 1.13693, -0.34919], [-4.41931, 1.95835, 0.41367], [-3.79476, 3.15903, 1.15229], [-3.99994, 0.18948, -1.72348], [-5.30809, -0.30742, -1.31098], [-4.01592, 1.02663, -2.91525], [-2.90068, -0.97225, -1.80981], [-3.17313, -1.85193, -2.96181], [-2.05564, -2.86256, -3.22659], [-2.17107, -3.57327, -4.22216], [-1.07768, -2.87767, -2.39530], [-1.38598, 5.58314, 0.55784], [-2.45632, 5.41740, 1.95665], [-3.10626, 5.97722, 0.41852], [-1.01275, 3.66037, -0.81945], [-1.43611, 1.34474, -1.41764], [-5.38053, 2.08550, -0.07754], [-4.56777, 3.86489, 1.46782], [-3.29432, -1.27380, -3.88205], [-4.09636, -2.42593, -2.83060], [-0.35050, -6.55522, 5.63435], [0.42543, -5.99355, 4.81476], [1.68165, -6.06688, 4.95662], [-0.12787, -5.29532, 3.75117], [-1.51823, -5.28492, 3.64261], [-2.17650, -4.61312, 2.59742], [-3.58262, -4.63601, 2.44013], [-4.16276, -3.99847, 1.37915], [-3.35531, -3.27962, 0.48915], [-2.04022, -3.21548, 0.63483], [-1.44582, -3.89323, 1.63232], [0.00538, -3.93524, 1.69193], [0.64199, -3.33577, 0.67707], [1.95708, -3.36104, 0.63427], [2.71890, -3.96808, 1.62507], [2.08040, -4.59159, 2.67673], [0.67492, -4.61783, 2.73674], [-2.08859, -5.82301, 4.38341], [-4.17905, -5.18001, 3.16357], [-5.23233, -4.01640, 1.22593], [-3.77920, -2.74933, -0.35766], [2.41933, -2.87537, -0.22145], [3.80010, -3.95182, 1.56727], [2.63615, -5.08057, 3.45790], [7.46060, -1.60990, -3.87390], [5.86331, -1.17780, -3.78806], [4.65523, -2.24658, -3.13973], [3.43295, -1.02132, -3.36800], [3.87572, 0.06040, -3.89299], [5.23500, -0.03360, -4.14379], [5.82456, 1.15450, -4.67880], [5.23438, 2.37780, -4.36966], [5.77122, 3.54675, -4.88077], [6.89212, 3.50887, -5.70013], [7.46448, 2.28548, -6.00899], [6.93668, 1.10419, -5.50548], [1.80954, -1.34623, -2.81926], [4.35313, 2.39942, -3.74557], [5.30556, 4.49273, -4.63552], [7.31198, 4.42485, -6.09590], [8.33290, 2.23840, -6.65391], [7.38638, 0.15580, -5.75384], [-0.24423, 2.63409, -3.53766], [0.87394, 2.58609, -2.71065], [1.51646, 1.38137, -2.47876], [1.05734, 0.23535, -3.11964], [-0.06740, 0.27059, -3.93187], [-0.72843, 1.47693, -4.12737], [-0.76922, 3.57005, -3.68210], [1.22454, 3.48225, -2.21246], [2.35772, 1.32396, -1.79882], [-0.44436, -0.64667, -4.36846], [-1.64056, 1.49833, -4.70762]], "forces_ev_per_angstrom": [[0.191, 0.097, -0.078], [0.047, -0.047, -0.104], [0.012, 0.003, 0.019], [0.041, 0.070, -0.033], [-0.029, -0.048, 0.113], [0.053, 0.003, 0.029], [-0.079, -0.086, -0.113], [0.181, 0.150, 0.144], [0.086, 0.050, -0.062], [-0.147, 0.015, -0.099], [-0.010, 0.049, 0.007], [-0.030, -0.009, -0.027], [0.020, -0.015, 0.039], [-0.048, -0.012, -0.058], [0.011, 0.086, 0.051], [0.146, -0.066, -0.038], [0.011, 0.008, -0.013], [-0.045, -0.097, 0.009], [-0.008, -0.103, 0.033], [-0.111, -0.030, -0.042], [0.085, 0.046, 0.035], [-0.059, 0.028, 0.046], [-0.008, -0.004, -0.010], [-0.036, -0.018, -0.039], [0.088, 0.066, -0.028], [0.008, 0.016, 0.008], [0.010, -0.008, -0.005], [-0.033, -0.029, -0.010], [-0.083, -0.040, 0.023], [-0.013, -0.016, -0.011], [0.007, -0.011, -0.019], [-0.016, 0.005, -0.009], [0.014, 0.003, 0.048], [0.010, -0.021, -0.014], [-0.015, -0.008, -0.006], [-0.010, 0.019, 0.008], [0.001, 0.037, -0.013], [0.015, -0.044, -0.001], [-0.004, 0.069, -0.032], [0.014, -0.118, 0.017], [-0.079, 0.098, 0.106], [0.004, -0.153, 0.072], [0.103, 0.031, -0.004], [-0.052, 0.007, -0.037], [0.169, -0.090, 0.008], [0.024, 0.011, -0.032], [-0.053, -0.040, 0.067], [-0.284, -0.044, -0.158], [0.123, 0.170, 0.235], [-0.016, -0.017, -0.056], [0.082, 0.003, 0.014], [-0.066, -0.010, 0.196], [-0.013, 0.008, -0.006], [0.020, -0.003, -0.005], [-0.015, -0.002, 0.029], [0.005, -0.004, 0.008], [-0.015, -0.001, -0.037], [-0.008, -0.003, 0.013], [-0.023, -0.015, 0.009], [-0.009, 0.015, -0.013], [-0.046, -0.022, 0.007], [0.033, 0.006, -0.036], [0.096, -0.010, 0.062], [-0.092, 0.005, -0.002], [0.001, 0.057, -0.081], [0.024, 0.013, -0.023], [-0.039, -0.049, 0.044], [-0.025, -0.023, 0.010], [0.041, 0.007, 0.011], [-0.068, -0.083, -0.037], [-0.143, 0.195, -0.225], [0.072, 0.025, -0.015], [-0.011, 0.020, -0.006], [-0.033, 0.010, -0.030], [0.042, -0.019, 0.007], [-0.017, -0.003, -0.019], [0.035, -0.003, -0.018], [-0.032, -0.023, 0.039], [-0.003, 0.009, -0.004], [-0.008, 0.006, -0.012], [-0.021, 0.000, -0.019], [0.022, 0.051, 0.082], [-0.003, -0.010, 0.018], [-0.009, -0.006, -0.002], [-0.011, -0.005, 0.020], [0.072, -0.030, 0.052], [-0.067, 0.024, -0.055], [-0.069, -0.077, 0.075], [0.057, -0.093, 0.136], [0.109, 0.041, -0.077], [-0.036, 0.180, -0.079], [-0.032, 0.002, 0.083], [-0.011, -0.036, 0.033], [0.012, 0.000, -0.012], [-0.019, -0.031, 0.032], [0.004, -0.001, -0.005], [0.048, -0.028, -0.116], [0.134, -0.041, -0.042], [-0.006, -0.002, 0.004], [0.003, -0.007, 0.003], [-0.006, -0.001, -0.001], [-0.003, 0.001, -0.001], [-0.029, 0.041, 0.011], [-0.014, -0.002, 0.015], [-0.008, -0.032, -0.015], [-0.023, 0.008, -0.010], [-0.076, -0.006, 0.020], [-0.022, -0.013, 0.042], [0.015, 0.001, 0.002], [-0.004, -0.007, 0.007], [-0.003, -0.005, -0.016], [-0.005, -0.007, -0.017], [0.024, 0.014, -0.016], [-0.012, 0.008, 0.003]]}